No. 1
The following is a DFT calculation (ωB97M-V with the def2-TZVPD basis set) of a single C5H6O2S molecule.

Output
Kohn-Sham gap: 9.65 eV
SMILES string: S[C@]12CC=CO[C@H]1O2
molecular weight: 130.17 g/mol

Geometry as ORCA input:
```
! wB97M-V def2-TZVPD RIJCOSX def2/J DEFGRID3
* xyz 0 1
C -0.3303 -0.3232 -1.0586
C -1.4561 -1.0031 -0.7921
C -1.1779 -0.7212 1.4916
C 0.7357 0.0800 -0.0958
C 0.3026 -0.1029 1.3297
O -0.0403 -1.4358 1.6306
O -2.1444 -1.1699 0.4103
S 0.7735 1.0680 2.5594
H 0.0292 -0.2897 -2.1872
H -2.1870 -1.4736 -1.5226
H -1.8508 -0.4550 2.2426
H 1.7511 -0.5908 -0.1192
H 0.9507 1.1132 -0.3168
H 2.1634 1.0101 2.2201
*
```

---

No. 2
The following is a DFT calculation (ωB97M-V with the def2-TZVPD basis set) of 2 unconnected molecules or ions with the total composition C5H6O2S3.

Output
Kohn-Sham gap: 8.11 eV
molecular weight: 194.30 g/mol

Geometry as ORCA input:
```
! wB97M-V def2-TZVPD RIJCOSX def2/J DEFGRID3
* xyz 0 1
C 0.1440 1.7708 -1.9045
C -0.1248 1.4446 -0.5639
C -0.1962 0.7809 -2.7624
C -0.5738 0.1699 -0.3891
C 2.2778 -1.7664 2.2872
O -0.7437 0.2091 2.3313
O -2.6082 -0.5347 0.9487
S -0.8621 -0.5937 -1.9225
S 1.6185 -1.9281 0.8258
S -1.0383 -0.6713 1.2233
H 0.5719 2.7744 -2.1714
H 0.1112 2.0865 0.1523
H -0.1000 0.6334 -3.9515
H 1.9139 -2.5215 3.0979
H 2.7348 -0.7964 2.4512
H -3.1249 -1.0576 0.3477
*
```

---

No. 3
The following is a DFT calculation (ωB97M-V with the def2-TZVPD basis set) of a molecular structure, C5H6O2Tl.

Output
Kohn-Sham gap (spin up / spin down): 6.32 / 6.32 eV
molecular weight: 302.48 g/mol

Geometry as ORCA input:
```
! wB97M-V def2-TZVPD RIJCOSX def2/J DEFGRID3
* xyz 1 1
C 1.6348 -1.1786 -1.5326
C 0.6837 -0.3147 -2.4376
O 1.4917 -0.9827 -0.2950
H 1.3738 0.4484 -2.8376
H 0.3908 -0.9516 -3.2826
Tl 0.2628 0.0938 0.7421
C -0.5024 1.4891 -1.1363
C -0.5007 0.3048 -1.7885
H 0.3737 2.1468 -1.1525
H -1.4152 1.8851 -0.6825
H -1.4231 -0.2868 -1.7823
O -1.6264 0.7325 3.0624
C -1.2324 -0.1734 2.2008
H -1.0212 1.4845 3.1771
*
```

---

No. 4
The following is a DFT calculation (ωB97M-V with the def2-TZVPD basis set) of a molecular structure, C5H6O3.

Output
Kohn-Sham gap: 10.44 eV
molecular weight: 114.10 g/mol

Geometry as ORCA input:
```
! wB97M-V def2-TZVPD RIJCOSX def2/J DEFGRID3
* xyz 0 1
C 0.9396 0.2991 -0.5603
C -0.0196 -0.7868 -0.5544
C -0.7098 0.0671 1.1100
C -1.3236 0.7216 -0.0785
C 0.0499 1.1640 0.2810
H 2.1678 -0.1318 1.1634
H 0.9806 0.5966 -1.5821
H 0.2924 -1.6751 -1.0725
H -0.9880 0.1488 2.2326
H -2.1233 1.4339 -0.1267
H 0.3584 2.1563 0.7362
O 2.2539 0.0464 0.0229
O -0.3903 -1.2810 0.7515
O -1.1520 -0.1802 -1.0918
*
```

---

No. 5
The following is a DFT calculation (ωB97M-V with the def2-TZVPD basis set) of a single C5H6O3 molecule.

Output
Kohn-Sham gap: 9.05 eV
SMILES string: CC(=O)C(=O)C(C)=O
molecular weight: 114.10 g/mol

Geometry as ORCA input:
```
! wB97M-V def2-TZVPD RIJCOSX def2/J DEFGRID3
* xyz 0 1
C -2.5859 -0.0153 -0.4312
C -1.2518 -0.3639 0.2191
C 0.0093 0.5304 -0.1037
C 1.3317 -0.3940 -0.3088
C 2.5922 0.1183 0.4047
H -3.0643 0.7391 0.2140
H -2.4982 0.4197 -1.4549
H -3.2386 -0.8933 -0.3964
H 2.3667 0.1784 1.5623
H 3.4165 -0.5810 0.2930
H 2.8625 1.1272 0.0298
O -1.0631 -1.2144 1.0306
O -0.0408 1.7234 -0.0717
O 1.1640 -1.3747 -0.9869
*
```

---

No. 6
The following is a DFT calculation (ωB97M-V with the def2-TZVPD basis set) of a molecular structure, C5H6O3.

Output
Kohn-Sham gap: 11.11 eV
molecular weight: 114.10 g/mol

Geometry as ORCA input:
```
! wB97M-V def2-TZVPD RIJCOSX def2/J DEFGRID3
* xyz 0 1
C 1.0515 -0.1216 0.3110
C -0.2783 -0.1151 1.0802
C -0.8280 -1.1308 0.0734
C 0.0947 -0.3411 -0.8921
C -0.6209 0.9816 -0.7666
H 1.2021 1.7736 0.2387
H 1.6313 -1.0329 0.4198
H -0.3060 0.0225 2.1369
H -1.9008 -1.1158 -0.2365
H -0.4633 -2.1240 0.2476
H 0.3451 -0.7050 -1.8822
O 1.8600 1.0521 0.2322
O -1.0095 1.7553 -1.5783
O -0.7778 1.1011 0.6161
*
```

---

Which electronic energy belongs to each record? In order, -742.66666 -1539.03839 -516.53068 -419.71341 -419.80707 -419.79471 Eh.
Which max |F| belongs to each record? In order, 0.0930 0.0825 0.0713 0.1187 0.0453 0.0604 hartree/bohr.